No. 1
ORCA calculation (ωB97M-V/def2-TZVPD) on a structure of composition C10H17F5N7O2RhTe.

DFT total energy, eV: -49043.3159
2S+1: 5
LUMO energy (alpha / beta), eV: -7.3 / -10.3
Frontier orbital gap (alpha / beta), eV: 7.84 / 4.78
Net charge: +2

Positions of all 43 atoms, in Å:
Rh -0.0646 -0.0386 -0.1100
C 4.5823 -0.6322 -0.2387
N 4.0934 0.7517 -0.0938
C 5.0905 1.8326 -0.0798
C 2.7958 0.9774 -0.0285
N 1.9103 0.0195 0.1518
N 2.3696 2.2957 -0.1356
C 1.1015 2.7452 -0.3471
N 0.9653 4.0429 -0.5892
N 0.0572 1.9348 -0.3065
H 5.5937 -0.5928 -0.6293
H 3.9651 -1.1786 -0.9514
H 4.6014 -1.1485 0.7225
H 6.0437 1.4086 0.2185
H 4.8405 2.5924 0.6611
H 5.2102 2.2780 -1.0693
H 2.3162 -0.9047 0.2078
H 3.1027 2.9856 -0.1965
H 1.7517 4.6712 -0.6421
H 0.0587 4.4474 -0.7629
H -0.8030 2.3909 -0.5897
N -4.8499 -2.9093 -1.2553
C -5.3226 -1.7200 -0.8117
O -6.4545 -1.3274 -0.9514
C -4.3337 -0.8246 -0.0942
C -4.8171 0.0382 0.8829
C -3.9367 0.8964 1.5220
C -2.6059 0.8771 1.1606
N -2.1416 0.0650 0.1946
C -2.9989 -0.7694 -0.4202
H -5.4994 -3.5261 -1.7180
H -3.9380 -3.2676 -1.0352
H -5.8743 0.0274 1.1177
H -4.2727 1.5764 2.2917
H -1.8871 1.5198 1.6525
H -2.6145 -1.3719 -1.2266
F -1.4972 -3.6356 -1.4799
Te -0.1031 -2.5157 -2.1400
F -0.5863 -0.3055 -2.2252
F 0.4643 -2.9379 -3.8579
F 1.5326 -1.5530 -2.0577
F 0.9844 -3.8774 -1.5591
O -0.1026 -1.8574 -0.1777

No. 2
ORCA calculation (ωB97M-V/def2-TZVPD) on the ion C10H17N2 with charge +1.

DFT total energy, eV: -13614.1810
LUMO energy (alpha / beta), eV: -3.2 / -3.2
Frontier orbital gap (alpha / beta), eV: 6.39 / 6.74
Energy relative to the best compared isomer or geometry (same formula, charge and spin), kcal/mol: 98.3
Net charge: +1

Positions of all 29 atoms, in Å:
C -0.9891 3.3713 -0.6960
C 0.0748 0.9850 0.4833
C -1.8312 2.4325 -0.1467
C -1.4567 1.1864 0.3435
C -1.5732 -1.1398 0.3278
C 0.9183 -1.6351 0.5268
C -0.2472 -1.2552 -0.3774
C 0.7956 -0.2241 0.0345
C -2.1315 -2.5112 0.4837
C 3.2881 -0.0188 -0.1338
N -2.2177 0.0223 0.4555
N 1.9431 -0.0150 -0.8239
H -1.4736 4.2989 -1.0716
H 0.0113 3.2783 -1.0020
H 0.6956 1.8596 0.2967
H 0.2096 0.7923 1.6269
H -2.9094 2.7093 -0.2752
H 0.6994 -1.8577 1.5262
H 1.7500 -2.2375 0.1279
H -0.3185 -1.5644 -1.3843
H -2.8592 -2.6514 1.3934
H -1.2682 -3.1745 0.3812
H -2.6593 -2.8279 -0.4732
H 3.0813 0.4380 0.7979
H 3.7020 -1.0017 0.1812
H 4.0262 0.6688 -0.6420
H -3.0689 0.0322 0.9053
H 1.9827 -0.7999 -1.5196
H 1.8257 0.8398 -1.3462

No. 3
ORCA calculation (ωB97M-V/def2-TZVPD) on the ion C10H17N2O2 with charge +1.

DFT total energy, eV: -17708.6261
SMILES string: CC1=C[C@@H](CCO)C(C)(C)[N+](=O)N=C1
LUMO energy, eV: -5.7
Frontier orbital gap, eV: 8.01
Energy relative to the best compared isomer or geometry (same formula, charge and spin), kcal/mol: 147.8
Net charge: +1

Positions of all 31 atoms, in Å:
C 2.1927 -2.7758 0.2768
C 1.6632 -1.3819 0.3163
C 0.3972 -1.0786 0.1092
C -0.3726 0.1766 -0.0431
C -1.2286 0.4368 1.2074
C -2.4373 -0.4827 1.3442
O -3.2145 -0.3584 0.1764
C 0.3007 1.4441 -0.5612
C -0.3708 2.7173 -0.5946
C 1.1301 1.2175 -1.8257
N 1.4472 1.5763 0.7669
O 1.1083 2.4429 1.4959
N 2.5008 0.8421 0.8305
C 2.6777 -0.3935 0.4528
H 2.9356 -2.7599 -0.5838
H 1.3532 -3.3967 -0.1628
H 2.6379 -3.1149 1.2495
H -0.3040 -1.8807 0.1982
H -1.0676 0.0072 -0.9062
H -1.6680 1.4793 0.9895
H -0.7507 0.3033 2.1670
H -2.1681 -1.4615 1.3477
H -3.0817 -0.0882 2.2865
H -4.2247 -0.2507 0.2673
H -0.8417 2.9492 0.3709
H -1.2191 2.6742 -1.3065
H 0.3197 3.5506 -0.9298
H 0.6933 0.3096 -2.2999
H 2.1843 1.2106 -1.5382
H 0.9140 2.0458 -2.4363
H 3.8022 -0.5837 0.3211

No. 4
ORCA calculation (ωB97M-V/def2-TZVPD) on a structure of composition C10H17N2P.

DFT total energy, eV: -22912.0678
LUMO energy, eV: 0.9
Frontier orbital gap, eV: 8.48
Energy relative to the best compared isomer or geometry (same formula, charge and spin), kcal/mol: 57.7

Positions of all 30 atoms, in Å:
C -0.9269 0.3484 -0.3001
C 0.3151 0.0481 0.1125
C -1.0660 1.9874 0.6768
C -1.8475 -0.3329 -1.2090
C -1.2991 -1.7603 -1.3679
C 0.2185 -1.7597 -1.5626
C 0.9993 -1.2129 -0.3511
C 1.0114 -2.2233 0.8015
C 2.4398 -0.8924 -0.7555
C 0.6765 2.9641 2.0733
N 0.9243 0.9162 0.9563
N 0.1436 1.9515 1.1933
P -2.2574 3.2888 0.5736
H -2.8679 -0.3583 -0.8183
H -1.8736 0.1765 -2.1793
H -1.5489 -2.3388 -0.4775
H -1.7788 -2.2392 -2.2240
H 0.5521 -2.7802 -1.7670
H 0.4580 -1.1502 -2.4381
H 1.5901 -1.8230 1.6290
H 1.4570 -3.1615 0.4793
H 0.0033 -2.4209 1.1567
H 2.9510 -1.7966 -1.0807
H 2.9682 -0.4645 0.0910
H 2.4574 -0.1699 -1.5691
H 1.7060 3.1772 1.7866
H 0.0671 3.8654 1.9977
H 0.6700 2.6035 3.1047
H -3.0075 2.9733 1.7168
H -3.1355 2.5842 -0.2491

No. 5
ORCA calculation (ωB97M-V/def2-TZVPD) on the molecule C10H17N3O4.

DFT total energy, eV: -23306.1194
SMILES string: NC(=O)CC[C@H](N)C(=O)N1CCC[C@H]1C(=O)O
LUMO energy, eV: 0.6
Frontier orbital gap, eV: 9.65
Energy relative to the best compared isomer or geometry (same formula, charge and spin), kcal/mol: 42.3

Positions of all 34 atoms, in Å:
N -2.2941 3.2449 -2.1284
C -1.4852 2.4263 -1.4344
O -0.7866 2.9309 -0.5393
C -1.4982 0.9229 -1.8190
C -1.9520 0.3271 -0.5492
C -1.5649 -1.1267 -0.4038
N -1.8414 -1.6122 0.9631
C -0.0782 -1.3302 -0.7147
O 0.2609 -1.6275 -1.8602
N 0.8761 -1.2374 0.2388
C 2.1692 -1.6452 -0.0771
C 3.1540 -1.0181 0.8721
C 2.2862 -1.0126 2.1393
C 0.9916 -0.5709 1.5619
C 0.9398 0.9403 1.5259
O 0.5594 1.6364 2.4666
O 1.3378 1.4302 0.3595
H -2.9254 2.8443 -2.8493
H -2.5240 4.2913 -2.0055
H -2.1326 0.6747 -2.7422
H -0.3708 0.7061 -1.9612
H -1.5646 0.7506 0.3823
H -2.9666 0.5154 -0.4989
H -2.1851 -1.6175 -1.1579
H -1.7072 -2.6090 1.0713
H -2.8042 -1.4059 1.1544
H 2.5234 -1.4761 -1.0966
H 2.3246 -2.7861 -0.1106
H 4.1486 -1.4036 0.8121
H 3.3418 0.0220 0.5660
H 2.6596 -0.5630 3.0313
H 2.1124 -2.0521 2.3679
H 0.1035 -0.8676 2.2169
H 0.8920 2.2985 0.2191

No. 6
ORCA calculation (ωB97M-V/def2-TZVPD) on the molecule C10H17N3O5.

DFT total energy, eV: -25355.4878
SMILES string: CNC(=O)[C@@H](CCC(=O)O)NC(=O)CNC(C)=O
LUMO energy, eV: 0.5
Frontier orbital gap, eV: 9.67
Energy relative to the best compared isomer or geometry (same formula, charge and spin), kcal/mol: 2.5

Positions of all 35 atoms, in Å:
C -4.0702 -0.2849 2.2686
N -2.9183 -0.3188 1.4166
C -2.1017 -1.4149 1.3430
O -2.4370 -2.4738 1.8728
C -0.7192 -1.3534 0.6146
C -0.8003 -1.9761 -0.7708
C 0.5289 -1.9985 -1.5385
C 0.8059 -0.8420 -2.4771
O 1.7499 -0.0392 -2.3825
O -0.1856 -0.6003 -3.3840
N -0.0371 -0.0756 0.5457
C -0.5302 1.0771 0.0756
O -1.6697 1.1889 -0.3547
C 0.4291 2.2668 0.0194
N 1.8454 2.0153 -0.2598
C 2.7903 1.4081 0.5337
C 4.2449 1.5212 0.1283
O 2.4693 0.7963 1.5398
H -4.1739 0.6781 2.7198
H -4.9655 -0.4848 1.6456
H -3.9537 -0.9491 3.1232
H -2.6252 0.5287 0.9360
H -0.0721 -2.0050 1.2015
H -1.6193 -1.5494 -1.3490
H -1.1275 -3.0229 -0.6433
H 1.3612 -2.1291 -0.8423
H 0.4835 -2.8675 -2.1803
H 0.0810 0.1115 -3.9632
H 0.8654 -0.0076 1.0206
H 0.0591 2.9245 -0.7511
H 0.3006 2.7986 0.9726
H 2.1823 2.3462 -1.1551
H 4.8777 1.3373 0.9867
H 4.4704 2.5441 -0.1998
H 4.4614 0.8506 -0.7126